A 2-piece molecular cluster, C3H7FS3 overall. Source: the OMol25 dataset; level of theory: the ωB97M-V functional and the def2-TZVPD basis.

**Energy above the lowest of the compared OMol25 structures with the same formula, charge and spin**: 48.3 kcal per mole
**Energy**: -1412.8262 Eh
**Frontier orbital gap**: 9.09 eV

```
14
Properties=species:S:1:pos:R:3:forces:R:3
C 1.740343 0.197340 -0.186556 -0.81 2.19 -0.67
C 0.718948 -0.830963 0.137020 -3.32 0.50 -4.33
C -1.249088 0.055104 0.001120 3.28 0.14 -0.16
F 0.646814 -1.357674 1.302927 0.55 -0.83 3.02
S -1.334138 1.256818 -1.331612 0.25 0.52 -0.41
S -2.502535 -1.127403 -0.270618 0.61 -2.02 -0.93
S -1.460355 0.936393 1.520173 -0.55 0.59 0.53
H 1.392431 1.279425 0.085800 0.36 -1.84 -0.65
H 1.942573 0.122901 -1.296789 -0.21 0.38 1.33
H 2.660343 0.096966 0.352723 0.60 -0.51 0.34
H 0.671818 -1.662762 -0.652955 -0.21 1.19 1.02
H -1.049335 2.361968 -0.610016 0.11 -0.24 -0.21
H -1.732859 -1.771784 -1.251392 -1.07 0.41 0.80
H -0.444964 0.443674 2.200172 0.42 -0.49 0.33
```
Forces are in eV/Å.

***

The molecule C6H12O. Source: the OMol25 dataset; level of theory: the ωB97M-V functional and the def2-TZVPD basis.

**Energy above the lowest of the compared OMol25 structures with the same formula, charge and spin**: 50.6 kcal per mole
**Structure (SMILES)**: CC[C@@]1(C)C[C@H]1O
**Energy**: -310.9786 Eh
**Frontier orbital gap**: 9.79 eV

```
19
Properties=species:S:1:pos:R:3:forces:R:3
C -1.454512 1.261184 -0.241042 -0.05 0.44 -0.19
C 0.097621 1.256489 -0.251156 -0.23 0.15 0.00
C 0.533245 -0.167192 -0.184405 -0.22 0.11 -0.21
C 0.415777 -0.974561 -1.463334 -0.05 0.06 -0.15
C 1.619125 -0.686346 0.681519 -0.49 -0.29 0.40
C -0.010115 -0.897126 0.966524 0.93 -0.59 0.03
O -0.431906 -0.107006 2.050877 0.09 -0.08 0.13
H -1.852287 1.373959 0.773224 0.25 0.16 -0.26
H -1.945198 0.349153 -0.628838 0.59 0.27 -0.05
H -1.795402 2.082842 -0.854768 -0.40 0.28 -0.07
H 0.480760 1.774953 0.636683 -0.19 0.02 -0.25
H 0.558528 1.733357 -1.130649 -0.43 0.04 0.15
H -0.550137 -0.786180 -1.940619 0.11 -0.05 -0.07
H 1.216881 -0.697623 -2.156132 -0.11 0.00 0.00
H 0.501090 -2.055042 -1.276009 -0.01 0.30 0.04
H 2.010042 -0.057693 1.481283 -0.32 0.05 -0.16
H 2.442156 -1.215289 0.163359 -0.96 -0.56 0.60
H -0.762972 -1.673824 0.742310 1.19 -0.31 0.19
H -1.004034 -0.630294 2.624259 0.30 0.01 -0.14
```
Forces are in eV/Å.

***

A 2-piece molecular cluster, C3H11N3O overall. Source: the OMol25 dataset; level of theory: the ωB97M-V functional and the def2-TZVPD basis.

**Energy above the lowest of the compared OMol25 structures with the same formula, charge and spin**: 63.7 kcal per mole
**Structure (SMILES)**: [H]/N=C(\N)NCC.O
**Energy**: -360.3359 Eh
**Frontier orbital gap**: 9.41 eV

```
18
Properties=species:S:1:pos:R:3:forces:R:3
C 1.032291 -0.326242 1.812201 0.10 -0.61 -2.12
C 0.792299 -0.708804 0.301981 -0.32 0.72 2.27
N -0.625475 -1.065959 0.096598 3.06 -1.06 -0.69
C -0.673229 -2.081941 -0.890254 -2.87 -1.04 -0.33
N -1.197208 -1.713642 -2.213610 -0.68 -0.17 0.88
N -0.694156 -3.335653 -0.610714 -0.51 1.58 0.41
H 0.918990 -1.225865 2.396997 -0.49 0.16 0.57
H 2.032637 0.046756 1.926106 0.62 0.13 0.09
H 0.375868 0.510265 1.979699 -0.50 0.03 0.78
H 1.300486 -1.664153 0.091063 0.33 0.81 -0.16
H 1.180867 0.179534 -0.237735 -0.31 -0.74 -0.52
H -1.437962 -0.537719 0.343887 0.09 0.33 -0.22
H -2.027782 -1.207616 -1.914412 -0.06 0.43 -0.89
H -0.638893 -1.125312 -2.818591 0.23 0.17 0.44
H -1.292751 -3.696705 -1.359469 1.30 -0.72 -0.50
H -0.030800 6.400834 0.918996 -0.02 0.03 0.23
H 0.444419 5.836667 -0.385555 0.12 -0.13 -0.14
O 0.540398 5.715556 0.562812 -0.10 0.09 -0.10
```
Forces are in eV/Å.

***

C13H12CoN7OS4Sb as an isolated structure. Source: the OMol25 dataset; level of theory: the ωB97M-V functional and the def2-TZVPD basis.

**Spin multiplicity**: 2
**Energy**: -4177.0808 Eh
**Net charge**: -2
**Frontier orbital gap (alpha / beta)**: 5.22 / 5.20 eV

```
39
Properties=species:S:1:pos:R:3:forces:R:3
Co 1.773427 1.004753 -0.394792 0.04 -0.07 -0.03
N 1.613071 3.609376 1.442530 0.09 -0.03 0.02
C 0.618224 2.776206 1.782835 -0.15 -0.19 0.01
N -0.278537 3.157773 2.701465 0.07 0.04 -0.03
C -1.180194 2.230996 3.002984 -0.02 -0.03 0.01
N -2.158612 2.588287 3.889732 -0.02 0.01 -0.01
N -1.229502 0.981774 2.538008 0.00 0.00 0.01
C -0.328505 0.730080 1.596763 0.02 0.01 -0.04
N 0.586253 1.582961 1.165206 -0.07 0.13 0.07
C -0.231612 -0.639012 1.029253 -0.01 -0.06 0.02
C -1.161714 -1.626112 1.307404 0.00 0.03 0.01
C -0.937007 -2.888103 0.781297 -0.01 -0.01 0.00
C 0.205601 -3.118025 0.032170 0.01 0.00 -0.01
C 1.082701 -2.066750 -0.204020 0.01 0.02 -0.02
N 0.845056 -0.850422 0.274304 0.03 0.01 -0.02
H 1.757689 4.371300 2.081689 0.04 0.05 -0.03
H 2.440266 3.130763 1.064373 0.01 0.07 0.00
H -1.981072 3.401380 4.450427 0.01 0.00 0.00
H -2.690074 1.833708 4.284496 0.01 0.00 0.01
H -2.033382 -1.381152 1.896041 0.00 -0.01 0.00
H -1.649016 -3.686040 0.957383 0.00 0.00 0.00
H 0.423705 -4.094365 -0.380123 0.00 0.00 0.00
H 2.010010 -2.183321 -0.762114 0.01 -0.01 0.01
S 4.668946 -2.189623 -0.760125 0.04 0.04 -0.01
Sb 4.950296 0.139408 -0.796333 -0.03 -0.07 0.05
S 3.570892 0.998873 1.044119 0.05 0.04 -0.03
S 3.159743 0.963799 -2.215002 -0.04 0.00 0.04
O 0.081366 1.266315 -1.483917 -0.04 0.02 -0.02
N -0.538302 0.254160 -2.069939 0.01 0.03 -0.04
C 0.175040 -0.542122 -2.899102 -0.01 0.02 0.02
C -0.392728 -1.601474 -3.554039 -0.03 -0.02 -0.01
C -1.753204 -1.852777 -3.354399 0.03 -0.01 -0.01
C -2.465888 -1.036360 -2.517099 0.00 0.04 0.00
C -1.883932 0.062427 -1.835287 -0.01 -0.07 0.06
S -2.763467 1.049675 -0.770939 -0.02 0.03 -0.03
H 1.224832 -0.273470 -2.961648 0.02 0.00 0.01
H 0.227994 -2.217707 -4.188744 0.00 0.00 0.00
H -2.241027 -2.686725 -3.846719 0.00 0.00 0.00
H -3.517318 -1.200450 -2.328149 0.00 0.00 0.00
```
Forces are in eV/Å.

***

The molecule C2H4NOPS. Source: the OMol25 dataset; level of theory: the ωB97M-V functional and the def2-TZVPD basis.

**Energy above the lowest of the compared OMol25 structures with the same formula, charge and spin**: 25.4 kcal per mole
**Structure (SMILES)**: COPN=C=S
**Energy**: -948.1216 Eh
**Frontier orbital gap**: 9.50 eV

```
10
Properties=species:S:1:pos:R:3:forces:R:3
C -2.341541 -0.254507 -0.195830 0.58 1.18 0.79
C 1.638174 -0.529688 -0.195191 -2.58 1.82 -2.29
N -1.719467 0.646376 0.333841 -1.98 -1.96 -0.60
O 0.819005 0.307084 0.670006 1.17 0.01 0.04
P -0.256508 1.382545 0.074698 1.86 1.85 1.72
S -3.199811 -1.393424 -0.830672 -0.01 -0.06 -0.02
H 0.901896 -0.835137 -0.996694 1.34 0.22 0.12
H 1.789655 -1.383039 0.337314 0.85 -2.31 1.62
H 2.589334 -0.116615 -0.603094 -0.93 0.18 0.49
H -0.220735 2.176409 1.405619 -0.30 -0.92 -1.87
```
Forces are in eV/Å.

***

C50H43INOP2Ti as an isolated structure. Source: the OMol25 dataset; level of theory: the ωB97M-V functional and the def2-TZVPD basis.

**Spin multiplicity**: 3
**Energy**: -3890.6079 Eh
**Net charge**: +1
**Frontier orbital gap (alpha / beta)**: 5.90 / 7.93 eV

```
99
Properties=species:S:1:pos:R:3:forces:R:3
Ti 8.564102 10.535305 14.921118 1.81 -1.05 -0.26
I 10.191455 12.164217 17.349860 0.04 -0.87 -0.17
C 9.151152 10.518100 18.225627 -2.25 1.73 1.38
C 7.989268 10.999603 18.899982 -0.16 -1.51 -0.50
C 7.197574 10.113859 19.685581 1.05 0.19 -0.22
C 7.714261 8.874368 20.014105 -0.07 0.78 -0.64
C 8.887999 8.376063 19.378401 -0.46 0.69 1.19
C 9.455947 7.134272 19.856219 0.02 1.50 -1.51
C 10.475145 6.597439 19.139396 -0.10 -0.06 -0.64
C 10.885433 7.221045 17.914518 0.54 -0.52 1.13
C 10.443449 8.454590 17.548070 0.49 -0.08 -0.56
P 10.610117 8.928578 15.811731 0.52 0.20 -0.25
C 10.393314 7.346423 14.919555 -0.13 -1.02 0.75
C 10.997010 7.085681 13.695435 -0.40 0.06 0.61
C 10.744835 5.875721 13.060869 -0.95 -0.75 1.39
C 9.914588 4.867210 13.642013 -0.03 1.91 0.33
C 9.285036 5.149270 14.900564 1.39 0.37 -2.63
C 9.569314 6.364888 15.501342 -0.10 0.13 -0.83
C 12.344827 9.326725 15.439771 1.28 -0.65 -0.99
C 13.497887 8.536991 15.796638 -3.05 1.80 0.13
C 14.706271 8.838518 15.258533 0.53 -0.31 0.36
C 14.824277 9.739203 14.239902 0.99 2.06 -2.60
C 13.708310 10.469930 13.753426 1.03 -1.25 1.67
C 12.515041 10.276786 14.421303 -0.77 0.24 0.23
C 9.530477 9.170354 18.362264 -0.44 -0.72 0.73
H 7.508840 11.972611 18.750493 0.95 -0.12 -0.11
H 6.237001 10.464945 20.076229 0.48 -0.17 -0.05
H 7.147695 8.304321 20.729262 0.20 -0.51 0.17
H 9.060702 6.751149 20.771031 -0.21 -0.55 0.25
H 10.850541 5.621348 19.379837 0.41 -0.16 0.22
H 11.605649 6.690307 17.289159 -0.43 0.04 0.08
H 11.609354 7.871357 13.273467 0.14 -0.29 -0.33
H 11.175985 5.744033 12.108951 0.41 -0.44 -1.01
H 9.667566 3.995663 13.035917 0.15 0.06 0.42
H 8.524437 4.493919 15.248823 -0.26 -0.50 0.62
H 9.084631 6.592610 16.413628 -0.47 0.12 0.82
H 13.368053 7.846835 16.589408 0.21 -0.74 0.55
H 15.563274 8.392156 15.708096 0.64 -0.41 -0.12
H 15.834597 9.958915 13.746743 -1.52 -0.48 0.95
H 13.775454 11.218944 12.999428 0.25 0.28 -0.50
H 11.671234 10.916475 14.147214 0.18 -0.21 0.14
O 8.105000 12.171784 14.420543 0.54 -0.27 -0.10
C 7.545518 13.244643 14.008463 -0.56 0.94 0.38
C 7.052203 14.400953 14.688498 0.37 0.02 1.22
C 7.002068 14.920765 16.004798 -1.42 1.26 -1.46
C 6.449418 16.234824 16.126662 1.12 -2.02 0.83
C 6.061138 16.908842 15.020192 -0.46 1.13 -1.70
C 6.116308 16.410383 13.689771 0.37 -0.51 0.52
C 6.642243 15.111360 13.546474 -1.07 3.28 0.59
P 7.149880 13.864428 12.381617 0.57 -0.66 -2.05
C 6.855578 10.140156 15.978453 0.03 0.31 -0.25
C 6.316732 8.943770 16.373791 0.90 -2.24 0.73
C 5.232641 8.851126 17.238174 -2.01 -0.10 -0.53
C 4.511241 10.026073 17.507634 -0.32 -0.02 0.27
C 5.020192 11.258489 17.105638 -1.32 0.30 0.80
C 6.190222 11.276641 16.399868 -0.07 2.20 -0.06
C 8.823573 14.503353 11.858318 -0.33 0.05 0.83
C 9.896606 14.720315 12.766690 -1.81 0.27 -0.18
C 10.955605 15.448110 12.301268 1.06 0.08 0.56
C 11.031892 15.979035 11.022776 0.55 0.34 -1.23
C 10.000757 15.762288 10.125742 -0.11 -1.34 0.61
C 8.904587 14.967625 10.562893 -0.04 1.46 -1.06
H 7.212303 14.284296 16.814409 0.53 -0.38 1.12
H 6.345261 16.775480 17.062333 0.18 -0.49 0.16
H 5.731851 17.931880 15.182743 -0.16 -0.12 -0.25
H 5.768842 17.126075 12.924027 0.37 -0.95 0.05
H 6.866622 8.008286 16.080672 -0.68 0.68 0.35
H 4.726622 7.884703 17.475799 0.87 0.74 0.02
H 3.527290 10.037943 17.991055 0.51 -0.41 0.06
H 4.471049 12.211349 17.358878 0.70 -1.16 -0.34
H 6.538351 12.301447 16.193005 0.12 -0.74 -0.22
H 9.749283 14.554364 13.858060 0.37 -0.32 -0.99
H 11.782816 15.590267 12.970211 0.31 0.31 0.25
H 11.918792 16.552279 10.659170 -0.76 -0.56 0.66
H 10.123419 16.046187 9.086976 -0.36 0.28 0.13
H 8.019026 14.945137 9.901309 0.57 -0.51 0.35
C 5.617634 10.203189 12.162588 -0.55 0.18 -0.85
N 5.738962 9.236607 13.295449 -3.23 -1.06 -1.01
C 4.331159 8.940461 13.790401 0.16 0.13 2.43
C 6.495160 7.980296 13.072704 0.84 0.33 -0.42
C 7.854402 8.410301 12.507845 -0.84 -2.37 -1.08
C 8.167635 7.719072 11.323440 1.36 0.84 0.25
C 9.325056 8.031812 10.589067 -2.17 -0.87 -0.56
C 10.075282 9.056115 11.082305 2.25 1.66 -1.37
C 9.778641 9.750600 12.257923 -0.67 -1.96 0.31
C 8.673786 9.364469 13.069960 0.55 1.45 -0.02
H 4.797141 10.921291 12.319515 0.44 -0.29 0.53
H 5.360217 9.738265 11.192551 0.32 -0.42 0.71
H 6.537093 10.736038 12.033869 0.50 0.24 0.03
H 6.225070 9.641740 14.059676 0.75 1.23 1.19
H 3.678370 8.776231 12.947430 -0.01 -0.54 -0.15
H 3.975351 9.848323 14.307436 0.21 -0.14 -0.37
H 4.290115 8.162691 14.659100 0.37 0.98 -2.12
H 5.956700 7.315880 12.369504 0.20 0.51 0.40
H 6.527111 7.517277 14.063859 0.15 -0.09 -0.23
H 7.565112 6.912888 10.983848 -0.69 -0.45 -0.25
H 9.414640 7.555992 9.574770 0.52 0.53 1.29
H 10.957247 9.389324 10.450360 -0.99 -0.34 1.00
H 10.550233 10.389736 12.625512 0.08 0.79 0.06
```
Forces are in eV/Å.

***

Number 1: largest force on an atom 5.48 eV/A. Number 2: largest force on an atom 1.26 eV/A. Number 3: largest force on an atom 3.31 eV/A. Number 4: largest force on an atom 0.25 eV/A. Number 5: largest force on an atom 3.90 eV/A. Number 6: largest force on an atom 3.55 eV/A.